Entry 1:
ORCA calculation (the ωB97M-V functional and the def2-TZVPD basis) on a molecular structure, C35H65N4O4PS2Tl.

```
112
Properties=species:S:1:pos:R:3:lowdin_charge:R:1
Tl -0.86 -0.19 0.17 0.97
C -0.67 -1.65 3.24 -0.04
C -1.68 -0.72 3.09 -0.08
C -0.96 0.71 3.25 -0.07
C 0.35 0.41 3.46 0.00
C 0.56 -1.00 3.43 -0.12
C 1.89 -1.68 3.48 -0.54
C 3.03 -0.69 3.21 -0.04
C 2.03 -2.26 4.91 -0.01
C 1.94 -2.81 2.45 -0.03
C -1.51 2.12 3.28 -0.53
C -0.38 3.08 3.67 -0.05
C -2.60 2.26 4.35 -0.03
C -2.03 2.58 1.91 -0.05
C -3.12 -1.12 3.03 -0.53
C -3.25 -2.56 2.50 -0.05
C -4.05 -0.24 2.19 -0.03
C -3.60 -1.14 4.51 -0.01
H -0.80 -2.71 3.18 0.12
H 1.13 1.13 3.60 0.11
H 3.09 0.07 3.98 0.09
H 2.91 -0.21 2.24 0.09
H 3.97 -1.23 3.20 0.09
H 1.98 -1.47 5.66 0.10
H 3.00 -2.75 4.99 0.10
H 1.25 -2.99 5.12 0.09
H 1.76 -2.43 1.44 0.09
H 1.22 -3.59 2.67 0.08
H 2.94 -3.25 2.47 0.10
H 0.04 2.85 4.65 0.10
H -0.79 4.09 3.72 0.10
H 0.42 3.09 2.93 0.09
H -2.23 1.93 5.33 0.10
H -3.50 1.70 4.13 0.06
H -2.87 3.31 4.44 0.10
H -1.21 2.62 1.19 0.06
H -2.43 3.58 2.01 0.10
H -2.80 1.94 1.49 0.05
H -2.79 -2.67 1.52 0.02
H -4.30 -2.81 2.42 0.10
H -2.80 -3.29 3.18 0.08
H -3.72 -0.23 1.15 0.05
H -4.12 0.78 2.54 0.06
H -5.05 -0.67 2.22 0.10
H -3.03 -1.85 5.09 0.10
H -4.65 -1.44 4.52 0.10
H -3.53 -0.16 4.99 0.07
C -1.68 4.90 -2.48 -0.15
C -0.47 4.11 -2.02 -0.18
N -0.90 2.82 -1.51 0.07
C -2.00 2.15 -1.95 -0.38
N -2.23 0.95 -1.47 -0.04
C -3.38 0.20 -1.95 -0.25
C -4.52 1.10 -2.37 -0.15
C -3.99 2.10 -3.38 -0.15
N -2.82 2.78 -2.83 -0.03
C -2.45 4.04 -3.46 -0.15
H -1.37 5.83 -2.95 0.12
H -2.31 5.14 -1.62 0.12
H 0.07 4.62 -1.23 0.13
H 0.23 3.98 -2.86 0.12
H -0.11 2.23 -1.24 0.06
H -3.71 -0.47 -1.15 0.08
H -3.08 -0.46 -2.78 0.11
H -4.91 1.64 -1.50 0.12
H -5.33 0.53 -2.81 0.12
H -4.74 2.86 -3.61 0.12
H -3.73 1.60 -4.32 0.13
H -3.37 4.53 -3.78 0.12
H -1.84 3.86 -4.36 0.13
S -1.75 -2.93 -0.98 0.61
C -0.34 -3.82 -0.90 -1.12
N -0.06 -4.69 0.07 -0.06
C 1.07 -5.58 -0.13 -0.21
C 2.01 -4.81 -1.06 -0.39
S 0.92 -3.78 -2.08 1.00
H -0.80 -4.93 0.72 0.14
H 0.74 -6.52 -0.59 0.13
H 1.55 -5.80 0.82 0.12
H 2.59 -5.48 -1.70 0.08
H 2.69 -4.16 -0.51 0.07
C 5.21 0.01 0.18 -0.03
C 4.57 0.01 -1.20 -0.61
C 5.18 -1.07 -2.08 -0.02
C 4.70 1.38 -1.85 -0.03
O 3.19 -0.37 -0.97 -0.16
P 1.90 0.19 -1.72 0.26
O 1.64 1.64 -1.48 -0.28
O 0.77 -0.72 -1.28 -0.48
O 2.29 -0.16 -3.23 -0.16
C 1.49 0.02 -4.42 -0.61
C 0.86 1.41 -4.45 -0.03
C 2.49 -0.13 -5.56 -0.02
C 0.43 -1.06 -4.47 -0.03
H 6.28 0.20 0.10 0.09
H 5.07 -0.95 0.67 0.08
H 4.77 0.79 0.80 0.09
H 6.21 -0.83 -2.32 0.09
H 4.61 -1.15 -3.01 0.08
H 5.15 -2.04 -1.57 0.08
H 5.75 1.65 -1.89 0.09
H 4.15 2.13 -1.28 0.08
H 4.30 1.37 -2.86 0.08
H 1.62 2.18 -4.30 0.09
H 0.11 1.50 -3.66 0.06
H 0.38 1.56 -5.41 0.10
H 3.25 0.65 -5.51 0.09
H 1.98 -0.06 -6.52 0.09
H 2.99 -1.10 -5.50 0.09
H -0.22 -1.01 -3.60 0.07
H 0.89 -2.05 -4.51 0.06
H -0.18 -0.94 -5.37 0.09
```

Results
- E_HOMO (alpha / beta): -10.291 / -10.466 eV
- Gap between HOMO and LUMO (alpha / beta): 5.07 / 5.71 eV
- Energy relative to the best compared isomer or geometry (same formula, charge and spin): 39.19 kcal per mole
- Charge: +1



Entry 2:
ORCA calculation (the ωB97M-V functional and the def2-TZVPD basis) on 11 unconnected molecules or ions with the total composition C35H66Br21F7N2O5PS in a non-equilibrium geometry.

```
138
Properties=species:S:1:pos:R:3:lowdin_charge:R:1
C 1.41 -2.68 1.96 -0.12
C 1.22 -1.17 1.60 -0.23
C 0.94 -0.97 0.07 -0.20
C -0.50 -1.37 -0.34 -0.22
C -1.35 -0.33 -1.13 -0.25
P -2.25 1.08 -0.21 0.59
N -2.92 1.61 -1.78 -0.11
C -3.79 -0.11 -0.05 -0.27
C -4.87 -0.14 -1.14 -0.74
C -6.16 -0.74 -0.42 -0.18
Br -4.67 -1.34 -2.69 0.69
O -1.49 0.50 1.19 -0.30
C -2.13 0.19 2.39 -0.28
C -2.06 -1.27 2.95 -0.23
C -3.38 -2.10 2.76 -0.13
N -3.21 2.34 0.65 0.00
C -4.25 3.00 -0.05 -0.58
O -5.35 2.78 0.18 0.21
F -4.02 4.00 -0.91 0.12
C -2.77 3.14 1.69 -0.57
O -3.47 4.00 2.07 0.16
F -1.61 3.06 2.33 0.14
S -0.56 2.54 -0.64 0.70
O -1.03 3.92 -0.62 -0.35
O 0.44 2.42 0.41 -0.35
C 0.31 2.44 -2.29 -0.44
F -0.40 2.02 -3.38 0.02
F 0.66 3.73 -2.62 0.03
C 1.71 1.72 -2.41 -0.58
F 2.27 2.23 -3.55 0.11
F 1.63 0.43 -2.68 0.17
F 2.57 2.00 -1.47 0.20
H 2.48 -2.85 2.18 0.03
H 0.89 -2.91 2.90 -0.04
H 1.09 -3.34 1.14 0.08
H 2.19 -0.67 1.82 0.10
H 0.45 -0.66 2.19 0.08
H 1.22 0.06 -0.15 0.07
H 1.69 -1.61 -0.43 0.10
H -1.06 -1.93 0.43 0.10
H -0.33 -2.17 -1.10 0.11
H -0.76 -0.07 -2.03 0.07
H -2.14 -0.97 -1.56 0.03
H -2.59 2.52 -2.11 -0.01
H -2.70 0.97 -2.54 0.00
H -4.37 0.30 0.79 0.07
H -3.49 -1.14 0.22 0.08
H -5.28 0.80 -1.50 0.07
H -6.43 -0.02 0.37 0.07
H -6.97 -0.72 -1.16 0.05
H -5.96 -1.74 0.00 0.07
H -1.57 0.76 3.17 0.10
H -3.16 0.54 2.59 0.12
H -1.17 -1.83 2.63 0.08
H -1.96 -1.20 4.04 0.02
H -4.23 -1.41 2.82 0.07
H -3.45 -2.85 3.57 -0.01
H -3.33 -2.61 1.79 0.06
Br 0.31 -3.93 5.21 0.71
C 0.94 -2.82 6.68 -0.68
C -0.11 -1.82 7.10 -0.67
Br -0.23 -0.34 5.84 0.70
H 1.87 -2.36 6.36 -0.01
H 1.15 -3.51 7.50 0.06
H 0.15 -1.36 8.05 0.04
H -1.10 -2.26 7.16 0.05
Br 3.44 -0.11 6.22 0.64
C 3.03 0.13 8.10 -0.69
C 4.28 0.40 8.90 -0.69
Br 5.31 -1.22 9.17 0.60
H 2.51 -0.77 8.43 0.04
H 2.35 0.98 8.14 0.06
H 4.02 0.76 9.90 0.06
H 4.94 1.12 8.42 0.05
Br -2.73 0.23 -5.57 0.62
C -2.83 -1.68 -5.95 -0.70
C -3.49 -1.94 -7.28 -0.70
Br -5.42 -1.72 -7.18 0.59
H -3.35 -2.14 -5.11 0.00
H -1.80 -2.02 -5.96 0.06
H -3.33 -2.98 -7.58 0.05
H -3.13 -1.28 -8.06 0.05
Br 5.62 -2.37 3.74 0.61
C 6.34 -3.88 2.73 -0.73
C 5.30 -4.49 1.84 -0.69
Br 4.05 -5.59 2.85 0.61
H 6.75 -4.58 3.46 0.00
H 7.15 -3.46 2.14 0.04
H 5.76 -5.17 1.12 0.04
H 4.71 -3.75 1.30 0.05
Br 1.00 6.22 -5.32 0.61
C -0.13 4.85 -6.12 -0.68
C -1.59 5.15 -5.90 -0.72
Br -2.14 4.74 -4.09 0.72
H 0.18 3.89 -5.69 0.05
H 0.11 4.86 -7.18 0.05
H -2.21 4.51 -6.54 0.03
H -1.84 6.19 -6.09 0.03
Br 7.63 -7.04 5.13 0.61
C 8.90 -5.60 5.43 -0.70
C 8.95 -5.19 6.88 -0.69
Br 7.41 -4.12 7.36 0.61
H 8.62 -4.78 4.77 0.04
H 9.86 -6.00 5.11 0.04
H 9.82 -4.56 7.06 0.06
H 8.98 -6.04 7.56 0.05
Br -4.40 -5.29 3.41 0.68
C -3.81 -5.56 5.24 -0.68
C -2.65 -6.52 5.31 -0.72
Br -3.23 -8.36 5.07 0.59
H -4.68 -5.90 5.80 0.05
H -3.51 -4.57 5.59 0.05
H -2.19 -6.49 6.29 0.05
H -1.90 -6.32 4.55 0.03
Br -3.90 8.44 -11.22 0.60
C -3.34 8.15 -9.38 -0.71
C -2.23 7.14 -9.29 -0.68
Br -2.90 5.32 -9.51 0.63
H -4.22 7.87 -8.81 0.04
H -2.99 9.12 -9.03 0.05
H -1.77 7.15 -8.30 0.05
H -1.46 7.28 -10.05 0.05
Br -5.91 10.71 -8.17 0.62
C -7.32 10.94 -9.49 -0.69
C -6.80 11.59 -10.74 -0.70
Br -6.52 13.50 -10.49 0.60
H -8.11 11.51 -9.01 0.05
H -7.68 9.94 -9.70 0.06
H -7.53 11.51 -11.54 0.06
H -5.85 11.17 -11.07 0.02
Br 11.80 -4.08 2.58 0.61
C 11.62 -5.97 2.15 -0.70
C 10.81 -6.17 0.90 -0.68
Br 8.91 -5.92 1.24 0.66
H 11.19 -6.45 3.03 0.04
H 12.64 -6.32 2.01 0.06
H 10.90 -7.20 0.55 0.06
H 11.08 -5.49 0.10 0.05
```

Results
- E_HOMO: -5.931 eV
- Gap between HOMO and LUMO: 7.14 eV
- Charge: -1



Entry 3:
ORCA calculation (the ωB97M-V functional and the def2-TZVPD basis) on 7 unconnected molecules or ions with the total composition C35H66BrCl12FN7O4P2S3 in a non-equilibrium geometry.

```
131
Properties=species:S:1:pos:R:3:lowdin_charge:R:1
C 6.41 -2.40 1.96 0.05
C 6.05 -1.57 1.18 -0.13
C 5.61 -0.52 0.14 -0.18
C 4.19 0.11 0.53 -0.19
C 3.56 0.68 -0.80 -0.15
C 2.03 1.04 -0.73 -0.33
N 1.75 1.94 0.40 -0.04
P 1.06 3.50 0.09 0.29
O -0.45 3.57 0.82 -0.23
O 2.09 4.61 0.80 -0.22
S 0.88 4.01 -1.76 0.40
C 1.22 1.11 1.45 -0.20
N 1.07 1.47 2.71 0.15
C 1.44 2.75 3.33 -0.02
C 3.02 2.80 3.55 -0.38
O 3.42 2.28 4.53 0.15
F 3.88 3.44 2.70 0.10
N 0.93 -0.16 0.91 0.02
C -0.01 -1.03 1.65 -0.14
C 0.60 -1.78 2.89 -0.15
C 1.91 -2.60 2.59 -0.16
C 1.80 -4.14 3.03 -0.21
N 1.76 -5.01 1.82 0.00
C 3.06 -5.18 1.20 -0.49
N 3.08 -5.55 -0.03 0.13
N 4.35 -4.93 1.88 0.08
C 0.94 -0.14 -0.56 -0.49
C -0.28 0.45 -1.38 -0.18
C -1.68 -0.25 -1.21 -0.27
C -2.33 -0.68 -2.60 -0.51
S -4.04 -1.36 -2.43 0.78
C -4.24 -2.12 -0.76 -0.98
S -3.30 -3.41 -0.32 0.67
N -5.28 -1.53 0.06 -0.26
C -6.54 -2.31 0.05 -0.24
C -6.50 -3.69 0.81 -0.11
C -4.81 -1.17 1.42 -0.24
C -4.25 0.32 1.36 -0.12
P 1.54 -1.60 -1.59 0.71
O 2.89 -2.31 -0.85 -0.38
Br 0.00 -3.28 -1.56 0.36
H 6.84 -3.30 2.45 0.04
H 6.38 0.28 -0.03 0.13
H 5.53 -1.07 -0.85 0.11
H 3.54 -0.60 1.10 0.08
H 4.44 0.99 1.20 0.11
H 3.84 -0.01 -1.64 0.10
H 4.10 1.65 -1.02 0.14
H 1.82 1.36 -1.78 0.11
H -1.15 3.45 0.14 0.04
H 1.58 5.33 1.23 0.09
H 0.67 0.76 3.33 0.15
H 1.02 3.66 2.84 0.10
H 1.02 2.75 4.38 0.16
H -0.93 -0.42 1.93 0.13
H -0.33 -1.84 0.93 0.09
H 0.78 -1.15 3.80 0.10
H -0.19 -2.54 3.20 0.12
H 2.23 -2.62 1.51 0.08
H 2.77 -2.18 3.19 0.11
H 0.85 -4.35 3.59 0.12
H 2.65 -4.38 3.73 0.10
H 1.32 -5.91 2.02 0.12
H 4.08 -5.58 -0.28 0.04
H 4.34 -3.93 2.17 0.04
H 4.26 -5.44 2.77 0.08
H 0.01 0.35 -2.48 0.12
H -0.44 1.56 -1.23 0.07
H -1.70 -1.17 -0.57 0.02
H -2.42 0.48 -0.76 0.09
H -2.40 0.23 -3.26 0.07
H -1.65 -1.43 -3.09 0.04
H -7.30 -1.67 0.60 0.12
H -6.97 -2.44 -0.98 0.13
H -5.92 -4.41 0.14 0.05
H -5.98 -3.68 1.80 0.07
H -7.53 -4.16 0.90 0.08
H -4.09 -1.90 1.88 0.09
H -5.73 -1.13 2.07 0.12
H -4.41 0.74 0.32 0.04
H -3.15 0.39 1.57 0.04
H -4.83 1.03 2.06 0.03
H 3.39 -2.78 -1.55 0.07
Cl -5.90 -3.52 -5.72 0.54
C -5.68 -2.25 -6.95 -0.66
C -4.27 -1.69 -6.94 -0.64
Cl -3.93 -0.75 -5.47 0.57
H -6.42 -1.47 -6.77 0.07
H -5.89 -2.71 -7.91 0.07
H -4.14 -1.02 -7.79 0.07
H -3.53 -2.48 -7.02 0.07
Cl -6.69 2.49 1.02 0.60
C -6.67 3.96 0.01 -0.66
C -5.77 3.81 -1.20 -0.70
Cl -4.04 3.72 -0.74 0.54
H -6.36 4.80 0.64 0.07
H -7.69 4.14 -0.31 0.02
H -5.88 4.66 -1.85 -0.01
H -6.01 2.91 -1.77 0.07
Cl 5.26 -0.74 7.84 0.53
C 6.51 0.42 7.31 -0.66
C 6.09 1.17 6.06 -0.67
Cl 6.03 0.11 4.63 0.54
H 7.44 -0.13 7.15 0.07
H 6.66 1.12 8.13 0.07
H 6.81 1.96 5.85 0.08
H 5.11 1.63 6.19 0.04
Cl -8.19 4.78 -2.74 0.65
C -8.16 6.25 -3.75 -0.62
C -7.25 6.09 -4.95 -0.65
Cl -5.53 6.00 -4.48 0.56
H -7.85 7.08 -3.13 0.08
H -9.18 6.43 -4.08 0.08
H -7.35 6.95 -5.61 0.08
H -7.49 5.19 -5.52 0.07
Cl 5.81 -8.40 2.23 0.53
C 6.70 -8.40 0.69 -0.66
C 7.97 -7.59 0.76 -0.66
Cl 7.64 -5.84 0.90 0.53
H 6.03 -8.04 -0.09 0.06
H 6.95 -9.45 0.47 0.07
H 8.55 -7.72 -0.15 0.07
H 8.60 -7.88 1.60 0.07
Cl -0.05 8.76 -3.70 0.54
C 1.58 8.21 -3.22 -0.67
C 2.44 7.85 -4.40 -0.66
Cl 1.86 6.38 -5.23 0.53
H 1.46 7.37 -2.54 0.05
H 2.03 9.03 -2.66 0.07
H 3.46 7.65 -4.07 0.07
H 2.47 8.66 -5.14 0.07
```

Results
- E_HOMO: -9.936 eV
- Gap between HOMO and LUMO: 7.11 eV
- Energy relative to the best compared isomer or geometry (same formula, charge and spin): 12.78 kcal per mole
- Charge: +1



Entry 4:
ORCA calculation (the ωB97M-V functional and the def2-TZVPD basis) on 9 unconnected molecules or ions with the total composition C35H66ClN10O3P2 in a non-equilibrium geometry.

```
117
Properties=species:S:1:pos:R:3:lowdin_charge:R:1
N 8.15 -3.32 -4.61 0.02
C 7.36 -2.09 -4.73 -0.32
C 6.33 -2.23 -5.84 -0.32
P 4.67 -2.74 -5.29 0.90
C 3.79 -1.41 -4.31 -0.33
O 4.66 -0.59 -3.60 -0.14
N 4.90 -1.11 -2.30 -0.04
O 5.72 -0.50 -1.76 0.11
P 4.50 -4.69 -4.23 0.41
O 5.78 -5.55 -4.76 -0.39
Cl 5.05 -4.35 -2.29 0.28
H 8.70 -3.24 -3.76 0.08
H 7.53 -4.10 -4.40 0.02
H 8.04 -1.32 -5.04 0.12
H 6.94 -1.76 -3.78 0.07
H 6.71 -2.93 -6.58 0.10
H 6.20 -1.30 -6.38 0.10
H 3.88 -2.91 -6.44 0.04
H 3.11 -1.93 -3.63 0.09
H 3.19 -0.80 -4.96 0.11
H 5.46 -6.09 -5.50 0.07
C 2.82 -0.42 0.11 -0.13
C 3.29 0.44 1.27 -0.25
C 3.36 -0.33 2.59 -0.17
C 2.03 -0.86 2.94 -0.25
N 1.00 -1.26 3.19 0.16
H 1.81 -0.79 0.27 0.07
H 2.81 0.16 -0.81 0.07
H 3.47 -1.28 -0.04 0.04
H 2.61 1.29 1.38 0.10
H 4.27 0.85 1.05 0.11
H 3.70 0.32 3.40 0.12
H 4.05 -1.17 2.52 0.11
C 1.46 -6.25 1.98 -0.11
C 2.93 -5.98 1.67 -0.25
C 3.23 -4.49 1.48 -0.18
C 2.45 -3.95 0.36 -0.27
N 1.85 -3.54 -0.51 0.16
H 0.82 -5.94 1.15 0.06
H 1.29 -7.31 2.13 0.07
H 1.14 -5.72 2.88 0.08
H 3.22 -6.53 0.77 0.11
H 3.54 -6.36 2.49 0.11
H 4.29 -4.33 1.28 0.11
H 2.97 -3.93 2.38 0.11
C -0.54 2.46 3.29 -0.11
C -1.49 3.20 2.36 -0.26
C -1.19 2.95 0.88 -0.18
C 0.16 3.41 0.54 -0.23
N 1.21 3.77 0.27 0.15
H 0.49 2.80 3.16 0.04
H -0.80 2.64 4.33 0.07
H -0.57 1.39 3.12 0.06
H -1.44 4.28 2.57 0.11
H -2.51 2.89 2.56 0.05
H -1.91 3.49 0.26 0.07
H -1.27 1.89 0.65 0.12
C 3.63 4.36 2.59 -0.12
C 4.10 5.23 3.76 -0.26
C 4.18 4.46 5.08 -0.19
C 2.86 3.93 5.46 -0.23
N 1.84 3.52 5.75 0.16
H 2.62 3.99 2.75 0.04
H 3.62 4.94 1.67 0.07
H 4.30 3.51 2.45 0.07
H 3.42 6.08 3.87 0.11
H 5.09 5.64 3.54 0.11
H 4.53 5.12 5.88 0.12
H 4.88 3.63 5.00 0.12
C -3.43 -5.73 -0.50 -0.11
C -3.80 -6.01 0.95 -0.26
C -2.58 -6.38 1.81 -0.19
C -1.94 -7.60 1.30 -0.25
N -1.45 -8.55 0.90 0.15
H -3.01 -6.62 -0.99 0.07
H -4.32 -5.44 -1.07 0.07
H -2.70 -4.92 -0.58 0.08
H -4.53 -6.81 0.99 0.11
H -4.27 -5.12 1.38 0.11
H -2.88 -6.56 2.84 0.12
H -1.85 -5.58 1.80 0.11
C -1.54 7.13 0.43 -0.10
C -2.80 7.76 -0.16 -0.26
C -4.07 6.95 0.14 -0.18
C -3.97 5.60 -0.42 -0.21
N -3.89 4.54 -0.85 0.18
H -1.35 6.14 0.00 0.06
H -0.67 7.75 0.21 0.08
H -1.62 7.03 1.51 0.08
H -2.69 7.86 -1.24 0.11
H -2.93 8.76 0.24 0.11
H -4.95 7.43 -0.28 0.12
H -4.22 6.86 1.22 0.12
C -4.64 1.96 -2.92 -0.13
C -5.91 2.56 -3.50 -0.26
C -7.16 1.75 -3.14 -0.18
C -7.07 0.38 -3.65 -0.25
N -6.99 -0.69 -4.05 0.14
H -4.45 0.96 -3.32 0.07
H -3.78 2.58 -3.17 0.06
H -4.70 1.89 -1.83 0.05
H -5.82 2.62 -4.59 0.11
H -6.03 3.58 -3.13 0.10
H -8.05 2.22 -3.56 0.12
H -7.28 1.71 -2.05 0.10
C -7.79 0.53 1.04 -0.11
C -6.56 -0.31 0.73 -0.26
C -5.48 -0.21 1.82 -0.18
C -5.02 1.17 1.97 -0.21
N -4.66 2.25 2.09 0.17
H -7.55 1.60 1.09 0.07
H -8.54 0.41 0.25 0.07
H -8.25 0.24 1.98 0.08
H -6.13 0.00 -0.22 0.10
H -6.85 -1.35 0.62 0.11
H -4.63 -0.84 1.57 0.12
H -5.88 -0.55 2.78 0.12
```

Results
- E_HOMO: -12.494 eV
- Gap between HOMO and LUMO: 8.56 eV
- Charge: +1